[1]
A molecular structure, C44H41BrCaF4O5P2Se2Si, computed with ωB97M-V/def2-TZVPD.

ORCA input file:
```
! RIJCOSX wB97M-V def2-TZVPD def2/J DEFGRID3
* xyz -2 1
Ca 0.27 -0.84 -0.42
O -3.06 -1.19 4.93
C -2.49 -1.05 3.87
C -1.30 -0.16 3.60
O -0.73 0.56 4.42
C -1.00 -0.29 2.18
C -1.88 -1.23 1.58
O -1.81 -1.54 0.34
C -2.87 -1.69 2.55
O -3.84 -2.41 2.37
O -0.10 0.34 1.51
Se 1.08 -2.62 -2.86
P -0.52 -1.56 -3.80
Se -0.88 0.41 -2.99
C -2.05 -2.56 -3.69
C -2.44 -3.41 -4.72
C -3.56 -4.22 -4.57
C -4.27 -4.20 -3.38
C -3.87 -3.37 -2.34
C -2.77 -2.54 -2.50
C -0.27 -1.41 -5.61
C 0.76 -2.06 -6.25
C 0.92 -1.94 -7.63
C 0.03 -1.18 -8.37
C -1.01 -0.52 -7.72
C -1.16 -0.63 -6.35
H -1.88 -3.44 -5.65
H -3.86 -4.88 -5.38
H -5.14 -4.85 -3.25
H -4.41 -3.35 -1.40
H -2.48 -1.90 -1.68
H 1.45 -2.66 -5.66
H 1.73 -2.45 -8.13
H 0.15 -1.08 -9.44
H -1.71 0.09 -8.29
H -1.96 -0.10 -5.84
F -2.90 8.55 -1.04
C -2.47 7.32 -0.71
C -2.05 7.07 0.58
F -2.08 8.05 1.49
C -1.61 5.80 0.92
F -1.25 5.63 2.19
C -1.56 4.76 0.00
P -0.94 3.04 0.43
C 0.47 3.50 1.51
C 0.75 2.92 2.74
C 1.91 3.25 3.41
C 2.81 4.15 2.87
C 2.55 4.73 1.64
C 1.39 4.40 0.96
C -2.35 2.50 1.44
C -2.61 2.82 2.77
C -3.72 2.29 3.41
C -4.60 1.46 2.73
C -4.36 1.14 1.40
C -3.23 1.65 0.76
C -2.00 5.04 -1.30
Br -2.03 3.73 -2.65
C -2.45 6.31 -1.64
F -2.87 6.59 -2.88
H 0.09 2.17 3.17
H 2.12 2.76 4.36
H 3.73 4.39 3.40
H 3.26 5.42 1.19
H 1.20 4.83 -0.02
H -1.92 3.45 3.32
H -3.88 2.50 4.46
H -5.44 1.02 3.25
H -5.01 0.45 0.88
H -3.01 1.34 -0.25
C 4.18 -2.61 -0.34
Si 2.75 -2.00 0.82
C 2.40 -3.61 1.89
C 2.17 -4.75 0.89
C 3.52 -4.03 2.84
C 1.11 -3.43 2.69
C 3.69 -0.67 1.92
C 3.62 0.65 1.14
C 5.17 -0.98 2.18
C 2.99 -0.45 3.26
H 4.96 -3.17 0.19
H 4.65 -1.75 -0.83
H 3.79 -3.25 -1.14
H 3.10 -5.02 0.37
H 1.43 -4.48 0.13
H 1.81 -5.64 1.41
H 4.48 -4.14 2.32
H 3.28 -5.00 3.30
H 3.65 -3.31 3.65
H 0.26 -3.24 2.02
H 1.16 -2.60 3.39
H 0.88 -4.34 3.26
H 4.04 0.56 0.13
H 4.18 1.44 1.67
H 2.59 1.00 1.05
H 5.73 -1.08 1.24
H 5.30 -1.90 2.74
H 5.63 -0.16 2.75
H 1.93 -0.22 3.13
H 3.45 0.40 3.79
H 3.07 -1.32 3.91
*
```

Gap between HOMO and LUMO (eV): 5.25
E_tot (hartree): -11503.88168



[2]
15 unconnected molecules or ions with the total composition C4H39N3O14 in a non-equilibrium geometry, computed with ωB97M-V/def2-TZVPD.

ORCA input file:
```
! RIJCOSX wB97M-V def2-TZVPD def2/J DEFGRID3
* xyz 0 1
C 2.90 0.88 0.25
C 1.33 0.96 0.26
C 0.87 0.09 1.43
C 0.23 0.57 2.49
N -0.12 -0.17 3.62
N 1.00 -1.30 1.25
N 3.38 0.05 -0.85
H 3.16 0.51 1.26
H 3.28 1.88 0.00
H 0.99 2.02 0.44
H 0.90 0.78 -0.72
H -0.11 1.63 2.52
H -1.03 0.08 3.98
H -0.05 -1.17 3.49
H 1.83 -1.72 1.68
H 1.10 -1.64 0.31
H 2.90 -0.84 -0.81
H 4.39 -0.14 -0.81
H 2.51 2.14 2.18
H 2.15 3.55 2.20
O 2.91 2.98 2.43
H 3.05 -1.08 3.46
H 3.45 -2.41 2.81
O 3.56 -1.45 2.73
H -1.04 -3.53 -0.06
H -2.01 -2.58 -0.63
O -1.08 -2.61 -0.39
H -2.22 1.47 -3.98
H -3.16 2.25 -2.98
O -2.48 1.57 -3.06
H 0.39 -3.83 1.55
H 1.27 -4.54 0.53
O 0.42 -4.62 0.98
H -1.78 2.84 0.35
H -1.94 3.61 -0.71
O -1.15 3.38 -0.14
H -4.27 -0.54 -1.27
H -4.17 -1.08 0.16
O -4.66 -0.44 -0.38
H -0.13 -1.33 -1.29
H 0.37 -0.08 -2.05
O 0.16 -1.00 -2.17
H -4.05 2.61 0.38
H -3.90 1.71 -0.92
O -3.65 2.53 -0.49
H -1.86 -1.53 1.67
H -2.66 -0.60 2.42
O -2.76 -1.48 2.02
H 2.77 -3.68 -1.94
H 1.42 -3.21 -1.30
O 2.37 -3.31 -1.15
H -2.03 -1.04 -4.04
H -1.34 -1.64 -2.90
O -2.07 -1.85 -3.51
H 0.50 4.34 0.11
H -0.19 4.69 1.28
O 0.69 4.87 0.92
H 0.21 1.29 -3.66
H -0.34 0.09 -4.45
O -0.20 1.05 -4.50
*
```

Gap between HOMO and LUMO (eV): 8.05
E_tot (hartree): -1393.37367



What did the first record say?
A molecular structure, C44H41BrCaF4O5P2Se2Si, computed with ωB97M-V/def2-TZVPD.

ORCA input file:
```
! RIJCOSX wB97M-V def2-TZVPD def2/J DEFGRID3
* xyz -2 1
Ca 0.27 -0.84 -0.42
O -3.06 -1.19 4.93
C -2.49 -1.05 3.87
C -1.30 -0.16 3.60
O -0.73 0.56 4.42
C -1.00 -0.29 2.18
C -1.88 -1.23 1.58
O -1.81 -1.54 0.34
C -2.87 -1.69 2.55
O -3.84 -2.41 2.37
O -0.10 0.34 1.51
Se 1.08 -2.62 -2.86
P -0.52 -1.56 -3.80
Se -0.88 0.41 -2.99
C -2.05 -2.56 -3.69
C -2.44 -3.41 -4.72
C -3.56 -4.22 -4.57
C -4.27 -4.20 -3.38
C -3.87 -3.37 -2.34
C -2.77 -2.54 -2.50
C -0.27 -1.41 -5.61
C 0.76 -2.06 -6.25
C 0.92 -1.94 -7.63
C 0.03 -1.18 -8.37
C -1.01 -0.52 -7.72
C -1.16 -0.63 -6.35
H -1.88 -3.44 -5.65
H -3.86 -4.88 -5.38
H -5.14 -4.85 -3.25
H -4.41 -3.35 -1.40
H -2.48 -1.90 -1.68
H 1.45 -2.66 -5.66
H 1.73 -2.45 -8.13
H 0.15 -1.08 -9.44
H -1.71 0.09 -8.29
H -1.96 -0.10 -5.84
F -2.90 8.55 -1.04
C -2.47 7.32 -0.71
C -2.05 7.07 0.58
F -2.08 8.05 1.49
C -1.61 5.80 0.92
F -1.25 5.63 2.19
C -1.56 4.76 0.00
P -0.94 3.04 0.43
C 0.47 3.50 1.51
C 0.75 2.92 2.74
C 1.91 3.25 3.41
C 2.81 4.15 2.87
C 2.55 4.73 1.64
C 1.39 4.40 0.96
C -2.35 2.50 1.44
C -2.61 2.82 2.77
C -3.72 2.29 3.41
C -4.60 1.46 2.73
C -4.36 1.14 1.40
C -3.23 1.65 0.76
C -2.00 5.04 -1.30
Br -2.03 3.73 -2.65
C -2.45 6.31 -1.64
F -2.87 6.59 -2.88
H 0.09 2.17 3.17
H 2.12 2.76 4.36
H 3.73 4.39 3.40
H 3.26 5.42 1.19
H 1.20 4.83 -0.02
H -1.92 3.45 3.32
H -3.88 2.50 4.46
H -5.44 1.02 3.25
H -5.01 0.45 0.88
H -3.01 1.34 -0.25
C 4.18 -2.61 -0.34
Si 2.75 -2.00 0.82
C 2.40 -3.61 1.89
C 2.17 -4.75 0.89
C 3.52 -4.03 2.84
C 1.11 -3.43 2.69
C 3.69 -0.67 1.92
C 3.62 0.65 1.14
C 5.17 -0.98 2.18
C 2.99 -0.45 3.26
H 4.96 -3.17 0.19
H 4.65 -1.75 -0.83
H 3.79 -3.25 -1.14
H 3.10 -5.02 0.37
H 1.43 -4.48 0.13
H 1.81 -5.64 1.41
H 4.48 -4.14 2.32
H 3.28 -5.00 3.30
H 3.65 -3.31 3.65
H 0.26 -3.24 2.02
H 1.16 -2.60 3.39
H 0.88 -4.34 3.26
H 4.04 0.56 0.13
H 4.18 1.44 1.67
H 2.59 1.00 1.05
H 5.73 -1.08 1.24
H 5.30 -1.90 2.74
H 5.63 -0.16 2.75
H 1.93 -0.22 3.13
H 3.45 0.40 3.79
H 3.07 -1.32 3.91
*
```

Gap between HOMO and LUMO (eV): 5.25
E_tot (hartree): -11503.88168